Record 1
29
Properties=species:S:1:pos:R:3 method="wB97M-V/def2-TZVPD" total_energy_ha=-578.4482 smiles="C=CCCCCC=O.O.O.O" e_lumo_ev=0.581 homo_ev=-9.80 de_lowest_kj_mol=0.0 mol_weight_g_mol=166.2
C 1.64 1.71 1.36
C 0.51 1.85 0.68
C -0.68 0.93 0.82
C -0.63 -0.22 -0.19
C -0.84 0.18 -1.65
C -2.25 0.72 -1.93
C -3.34 -0.27 -1.66
O -4.50 0.03 -1.56
H 2.49 2.39 1.25
H 1.78 0.92 2.09
H 0.41 2.64 -0.04
H -0.66 0.48 1.82
H -1.59 1.51 0.70
H 0.33 -0.73 -0.06
H -1.36 -0.98 0.11
H -0.69 -0.71 -2.27
H -0.10 0.93 -1.94
H -2.45 1.62 -1.34
H -2.33 1.04 -2.98
H -3.05 -1.35 -1.57
O -0.01 -2.39 1.97
H -0.03 -2.68 2.89
H 0.93 -2.23 1.79
O 2.69 -1.90 1.53
H 3.30 -2.62 1.35
H 2.79 -1.26 0.80
O 2.87 -0.07 -0.56
H 2.52 0.74 -0.16
H 2.25 -0.28 -1.27



Record 2
8
Properties=species:S:1:pos:R:3 method="wB97M-V/def2-TZVPD" total_energy_ha=-888.8892 smiles=N#CSPN e_lumo_ev=-0.642 homo_ev=-8.93 de_lowest_kj_mol=205.6 mol_weight_g_mol=106.1
N -3.90 1.30 0.39
C -3.30 0.44 -0.04
S -2.21 -1.21 -0.59
P -0.80 -0.61 0.91
N 0.04 0.46 -0.01
H 0.19 -1.60 0.87
H -0.55 1.17 -0.29
H 0.98 0.71 0.44